Record 1
145
Properties=species:S:1:pos:R:3 method="wB97M-V/def2-TZVPD" e_above_lowest_kcal_mol=15.1 orbital_gap_ev=7.48 charge=0 spin_multiplicity=1 smiles="O=C1C=C(O)C(=O)C=C1O.O=C1C=C(O)C(=O)C=C1O.O=C1C=C(O)C(=O)C=C1O.O=C1C=C(O)C(=O)C=C1O.O=C1C=C(O)C(=O)C=C1O.O=C1C=C(O)C(=O)C=C1O.O=C1C=C(O)C(=O)C=C1O.O=C1C=C(O)C(=O)C=C1O.O=C1C=C(O)C(=O)C=C1O.O=C1C=C(O)C(=O)C=C1O.ClC(Cl)Cl"
O 0.24294 -1.32666 9.51787
C 0.13882 -1.70216 8.40425
C 0.69465 -2.98724 8.02554
C 0.62758 -3.36309 6.77792
O 1.05417 -4.56617 6.44703
C -0.02244 -2.58325 5.67649
O 0.04016 -2.95199 4.52421
C -0.77445 -1.39385 6.08888
C -0.62532 -0.95273 7.33281
O -1.25846 0.15114 7.77568
H 1.17483 -3.65887 8.77094
H 0.95081 -4.58878 5.48002
H -1.27060 -0.85910 5.30861
H -1.01260 0.21979 8.71156
O 1.26785 1.73758 -8.37415
C 0.45929 2.35295 -7.65071
C 0.47775 2.26734 -6.26419
C -0.37982 3.00036 -5.50315
O -0.54486 2.81905 -4.21159
C -1.23227 4.16028 -6.08526
O -1.82248 4.91297 -5.37055
C -1.30489 4.26278 -7.48843
C -0.60025 3.37617 -8.22794
O -0.75048 3.50013 -9.49546
H 1.21631 1.59662 -5.89981
H -1.06697 3.51707 -3.77287
H -1.82611 5.10539 -7.89695
H -0.11877 2.98992 -10.01909
O 1.95206 1.56690 4.97082
C 1.18316 2.53953 5.02382
C 0.41610 2.69397 6.17944
C -0.42732 3.72209 6.33269
O -1.07022 4.01592 7.50220
C -0.78187 4.61264 5.22287
O -1.66070 5.41260 5.35408
C -0.01777 4.46223 4.03276
C 0.86881 3.48096 3.87018
O 1.45549 3.15003 2.78168
H 0.56497 2.06238 7.01326
H -1.40136 4.93293 7.43089
H -0.22294 5.21712 3.31371
H 1.89595 2.28895 2.86039
O 2.69539 -1.95378 5.43504
C 3.37444 -1.07164 4.90228
C 3.46785 -0.75338 3.55047
C 4.17198 0.31453 3.15357
O 4.01273 0.77201 1.89439
C 5.03827 1.22081 4.08579
O 5.57239 2.12059 3.52691
C 5.07908 0.79239 5.47357
C 4.25494 -0.24940 5.77378
O 4.46081 -0.69433 7.04010
H 2.75684 -1.24291 2.88956
H 4.63766 1.49338 1.70940
H 5.65126 1.32182 6.23248
H 3.87344 -1.46588 7.08199
O 4.99925 2.69628 -0.01828
C 4.48059 2.98148 -1.05005
C 5.14708 3.78719 -1.98190
C 4.62744 3.99170 -3.17021
O 5.16448 4.74064 -4.08349
C 3.35887 3.23595 -3.62255
O 3.01620 3.25801 -4.78944
C 2.53985 2.62192 -2.62463
C 3.10735 2.41647 -1.39064
O 2.41338 1.65751 -0.51612
H 6.04900 4.23441 -1.62889
H 4.63339 4.72518 -4.88534
H 1.51519 2.34357 -2.84107
H 2.85572 1.44891 0.31951
O -2.09794 -6.86940 7.06301
C -1.89586 -6.71500 5.85077
C -1.70533 -7.82526 5.04526
C -1.48135 -7.68334 3.73749
O -1.18382 -8.67905 2.92792
C -1.57909 -6.30417 3.08345
O -1.47491 -6.18076 1.82794
C -1.95632 -5.19472 3.89314
C -2.00841 -5.32968 5.23028
O -2.36539 -4.33957 5.99261
H -1.62022 -8.79911 5.52510
H -1.13413 -8.25341 2.01046
H -2.28685 -4.27853 3.43987
H -2.58086 -4.81566 6.81246
O -0.39700 -4.47308 -7.70231
C -0.34836 -4.60715 -6.48201
C 0.77596 -5.17732 -5.81106
C 0.83313 -5.11331 -4.45438
O 1.90683 -5.53066 -3.73640
C -0.31914 -4.56563 -3.59205
O -0.26921 -4.54271 -2.38037
C -1.42803 -4.04536 -4.25863
C -1.45713 -4.06767 -5.62738
O -2.52262 -3.67919 -6.30907
H 1.61345 -5.44940 -6.43737
H 1.81797 -5.47423 -2.79209
H -2.28787 -3.76470 -3.68842
H -2.33946 -3.75606 -7.28117
O -3.99474 2.12943 2.49052
C -3.47835 2.54030 1.48074
C -2.16463 3.15923 1.55383
C -1.59734 3.57531 0.40457
O -0.33559 3.86569 0.30077
C -2.33126 3.55175 -0.91920
O -1.77715 4.04638 -1.85950
C -3.61505 2.93564 -0.96445
C -4.17831 2.48590 0.12598
O -5.35626 1.91823 0.19571
H -1.78485 3.25941 2.56073
H -0.10544 4.19248 -0.58992
H -4.11456 2.97600 -1.91469
H -5.55212 1.60292 1.08534
O -2.79083 1.04347 -3.66855
C -3.03531 1.24570 -4.85105
C -3.73055 2.41141 -5.29402
C -3.79744 2.68561 -6.61573
O -4.17424 3.86533 -7.10381
C -3.42657 1.58692 -7.65972
O -3.50918 1.87588 -8.81141
C -2.79742 0.39857 -7.19313
C -2.67060 0.19724 -5.86226
O -2.17463 -0.91876 -5.39632
H -3.90588 3.14471 -4.55532
H -4.15618 3.81609 -8.10282
H -2.41214 -0.27949 -7.98419
H -2.03334 -0.74682 -4.46261
O 0.17480 -0.30632 2.66596
C -0.23748 -0.43673 1.54291
C -0.15032 0.57863 0.58074
C -0.62442 0.31986 -0.69237
O -0.55800 1.27819 -1.55497
C -1.01382 -1.04199 -1.17057
O -1.18702 -1.19171 -2.37414
C -1.05218 -2.11914 -0.19139
C -0.72820 -1.84393 1.08606
O -0.70050 -2.81210 1.97547
H 0.11916 1.59343 0.78558
H -0.99087 1.01911 -2.39804
H -1.38879 -3.07961 -0.58543
H -0.40528 -2.45848 2.83373
Cl 4.02488 -2.45799 -3.69796
C 2.90668 -1.19686 -3.13980
Cl 2.37714 -1.60023 -1.51189
Cl 1.44066 -1.03864 -4.20119
H 3.34184 -0.19326 -3.16599

Record 2
58
Properties=species:S:1:pos:R:3 method="wB97M-V/def2-TZVPD" e_above_lowest_kcal_mol=99.6 orbital_gap_ev=8.36 charge=+1 spin_multiplicity=1
C -1.42153 0.73806 -3.26417
H -1.68724 1.65309 -2.98000
H -1.41495 0.44015 -4.31717
H -2.20201 -0.01364 -2.84614
O -0.31652 0.26474 -3.05583
C 0.22302 0.61516 -1.73987
C -0.61749 1.07571 -0.63846
C -0.03028 0.90285 0.54381
C 1.32741 0.72229 0.77054
C 2.09481 0.40857 -0.16108
C 1.87220 0.29828 -1.52710
O 2.57743 -0.14190 -2.64030
C 2.97087 0.90029 -3.22889
C 2.29348 1.92922 -3.77087
C 1.68922 2.91431 -3.14851
C 0.75625 3.99246 -3.57277
C 0.10053 3.65921 -4.79074
C 0.69602 2.63893 -5.59544
C 1.77889 1.57722 -5.03349
H 2.13243 0.97500 -5.62171
H 0.32082 2.32269 -6.69025
Cl -0.85285 4.79111 -5.50366
H 0.51161 4.70398 -2.98521
H 2.21093 3.36425 -2.03682
H 3.88152 0.21234 -4.08441
H 3.85777 1.42695 -2.43322
Br 3.79937 0.09682 0.16035
H 1.88171 0.81583 1.86505
C -0.95715 1.44343 1.77576
H -0.40025 1.67423 2.71447
H -1.55115 2.03427 1.48952
N -1.72180 -0.00245 2.05683
H -0.84961 -1.18702 2.56304
H -2.39962 -0.16765 1.34365
C -2.54540 0.22794 3.34826
C -2.66656 -1.24066 3.92234
H -3.51580 -1.25999 4.68865
H -3.39265 -1.50563 3.26280
C -1.57913 -2.00792 4.22206
N -0.57601 -2.05029 3.00879
C -1.21178 -3.13861 2.29865
C -0.10101 -3.01954 0.93664
O 1.06456 -3.41253 1.25467
C 1.41586 -2.39440 2.14043
H 2.62884 -2.73483 2.29890
C 0.59929 -2.45795 3.55172
H 0.91744 -1.53326 4.13996
H 0.60780 -3.31551 4.13153
H 1.59294 -1.63157 1.59476
H -0.41811 -4.00076 0.17961
H -0.27601 -2.38788 0.35816
H -2.16086 -3.14069 1.82172
H -1.07028 -4.39437 2.76615
H -1.14279 -1.44191 5.12673
H -1.96186 -2.96447 4.76579
H -3.25567 0.92040 3.36378
H -1.94856 0.66688 4.07192
H -1.55806 1.13878 -0.87091

Record 3
70
Properties=species:S:1:pos:R:3 method="wB97M-V/def2-TZVPD" orbital_gap_ev=1.51 charge=+1 spin_multiplicity=1
C -1.55032 1.63384 2.28986
C -1.68225 2.27972 3.67684
C -0.48735 3.22876 3.89041
I -1.22659 4.82566 5.16107
N 0.65982 2.46880 4.54890
I 1.69761 3.80082 5.84159
S 1.83300 1.98008 3.42415
O 2.01924 0.56981 3.59053
O 3.03590 2.73253 3.52526
F 1.24642 2.21291 2.01336
H -1.88740 0.58569 2.26167
H -0.52659 1.57692 1.94344
H -2.09850 2.22425 1.55020
H -2.60102 2.86739 3.70416
H -1.75483 1.56800 4.50266
H -0.20238 3.74945 2.97655
Mg -3.47186 -0.37696 1.64006
C 1.10615 -1.36128 1.44919
Cl 1.94815 -2.75167 0.77528
Cl 0.23100 -0.48931 0.18719
Cl -0.02245 -1.82886 2.72438
H 1.84959 -0.69348 1.87440
F 2.30954 2.01457 -0.05320
C 4.23023 -3.63293 -4.63848
C 3.86016 -3.28822 -3.20389
C 4.51416 -4.25919 -2.17671
O 3.90218 -5.52608 -2.11357
C 4.26776 -6.41892 -3.10318
N 2.41081 -3.21263 -3.09629
H 3.65752 -4.46781 -5.04178
H 4.00154 -2.74188 -5.28067
H 5.29272 -3.85895 -4.75106
H 4.25889 -2.29536 -2.98084
H 4.39604 -3.81972 -1.18576
H 5.58852 -4.36108 -2.35812
H 5.35585 -6.29555 -3.39034
H 3.65605 -6.31273 -4.01227
H 4.10594 -7.42700 -2.72017
H 2.18039 -2.87140 -2.16842
H 2.03148 -4.15637 -3.12104
Cl 6.42491 -7.98045 -3.44209
Be 4.09621 -2.57794 -7.06631
C 4.97047 6.50382 5.68105
Cl 6.37053 6.79016 6.70828
Cl 4.60152 7.95232 4.74898
Cl 5.26669 5.14919 4.60173
Cl 3.56816 6.11693 6.71744
O -2.95283 -1.46938 4.71957
H -2.24120 -2.07804 4.48607
C -7.74505 -2.62502 -1.02153
C -6.33875 -2.57492 -0.47027
O -5.87509 -1.20845 -0.35930
H -7.78856 -2.14636 -1.99981
H -8.08194 -3.65645 -1.11924
H -8.43991 -2.09601 -0.36548
H -5.64021 -3.08233 -1.13229
H -6.29247 -3.05349 0.51104
H -6.49434 -0.75205 0.22472
F -2.29640 3.88748 0.13831
C -2.63594 3.81684 -1.17371
C -1.76747 3.18353 -2.04000
C -2.11795 3.10614 -3.38169
C -3.30989 3.66308 -3.82861
C -4.16040 4.29801 -2.93247
C -3.82778 4.37612 -1.58621
H -0.83716 2.76890 -1.66918
H -1.45431 2.61221 -4.07899
H -3.57435 3.60477 -4.87598
H -5.08571 4.73765 -3.28061
H -4.47590 4.86193 -0.86878

Record 4
14
Properties=species:S:1:pos:R:3 method="wB97M-V/def2-TZVPD" e_above_lowest_kcal_mol=61.5 orbital_gap_ev=10.46 charge=0 spin_multiplicity=1 smiles="CC(=O)[C@@H](C)C#N"
C -0.74592 1.22246 1.43701
C -0.58886 0.00603 0.59645
O -1.06689 -1.05914 0.98893
C 0.15909 0.04970 -0.82307
C 1.50216 -0.74496 -0.87845
C -1.03777 -0.65032 -1.31004
N -1.76568 -1.51942 -1.04593
H -1.28751 0.84548 2.30124
H -1.31679 2.03801 0.97862
H 0.24014 1.59708 1.72057
H 0.34785 1.03463 -1.28486
H 1.51050 -1.56502 -0.15663
H 1.69680 -1.16924 -1.87106
H 2.35286 -0.08528 -0.65279

Record 5
16
Properties=species:S:1:pos:R:3 method="wB97M-V/def2-TZVPD" e_above_lowest_kcal_mol=207.7 orbital_gap_ev="7.87 / 7.87" charge=0 spin_multiplicity=1
C 1.99955 -0.40187 0.35648
C 1.10278 -0.63012 -0.83114
N -2.01421 1.60383 0.35491
N -0.76624 1.53969 0.41256
N -0.29164 -0.33300 -0.80994
N -1.00924 -1.06802 0.02694
O -0.51427 -1.94162 0.67050
O -2.27270 -0.84932 0.03453
H 1.58578 -1.06760 1.19432
H 2.94762 -0.64128 0.09356
H 1.89957 0.69446 0.69479
H 1.50881 -0.26087 -1.72903
H 1.21557 -1.77601 -0.97049
H -2.51250 1.91336 -0.43305
H -2.47169 1.01716 1.13605
H -0.40718 2.20121 -0.20099

Record 6
28
Properties=species:S:1:pos:R:3 method="wB97M-V/def2-TZVPD" e_above_lowest_kcal_mol=210.8 orbital_gap_ev=7.88 charge=0 spin_multiplicity=1 smiles="C[C@@H](F)N1C(=O)c2ccccc2C1=O.CC#N"
C 0.52425 0.68627 -1.73941
C -0.43712 -0.62676 -2.03754
F 0.44967 -1.82164 -1.92670
N -1.68367 -0.69207 -1.18299
C -1.70264 0.19985 0.07271
O -2.13164 1.47266 0.20325
C -1.06560 -0.82954 1.17818
C -0.22451 -0.59183 2.56522
C 0.27276 -1.97730 3.35930
C -0.07181 -3.51041 2.78903
C -0.92482 -3.71323 1.36490
C -1.38910 -2.33303 0.61023
C -2.19685 -2.09085 -0.81439
O -3.02663 -2.88721 -1.49781
H 1.27287 0.47807 -0.83635
H -0.06907 1.69143 -1.62822
H 1.21004 0.80562 -2.69567
H -0.74588 -0.56128 -3.18838
H 0.00862 0.49410 2.93382
H 0.90328 -1.88795 4.34214
H 0.30683 -4.46968 3.34858
H -1.17593 -4.75389 0.89240
C 1.78466 4.87385 -1.22720
C 2.38941 3.69155 -0.59093
N 2.86730 2.75743 -0.08828
H 0.72001 4.96248 -0.98663
H 2.26825 5.80068 -0.90086
H 1.86735 4.83269 -2.31841